1.
DFT (wB97M-V/def2-TZVPD) results for a gas-phase ion, C8H14NO (charge +1).

Element x y z (Å)
C 3.582 -0.320 -0.100
C 2.386 -0.131 -0.111
C -0.824 1.076 -1.358
C -1.337 -0.161 -0.559
C 0.941 0.550 -0.029
C -2.626 -0.278 0.311
C 0.912 1.609 1.075
C 0.477 -1.882 -0.069
N -0.183 -0.601 0.275
O 0.562 1.060 -1.226
H 4.502 -0.821 0.032
H -1.186 1.073 -2.460
H -1.079 2.135 -0.898
H -1.362 -1.022 -1.194
H -2.522 0.410 1.154
H -2.924 -1.248 0.635
H -3.507 0.199 -0.348
H 0.918 2.583 0.639
H 1.831 1.512 1.724
H 0.112 1.391 1.612
H 0.941 -1.884 -1.077
H 0.974 -2.219 0.802
H -0.255 -2.605 -0.043
H -0.332 -0.425 1.216

Properties
strongest force on any atom: 4.8 eV/Å
relative energy (zero: lowest compared OMol25 entry of this formula, charge and spin): 4.648 eV
SMILES: C#C[C@@]1(C)OC[C@H](C)[N@H+]1C
energy: -442.816041 Eh
charge: +1

Löwdin atomic charge list, values in e, 5 entries: atom 1 (C): 0.171, atom 2 (C): -0.020, atom 3 (C): -0.093, atom 4 (C): -0.246, atom 5 (C): -0.396

***

2.
DFT (wB97M-V/def2-TZVPD) results for 2 unconnected molecules or ions with the total composition C8H14NO4.

Element x y z (Å)
C -0.052 1.418 0.232
C 1.538 -0.530 0.564
C -0.936 -0.961 0.575
C -0.124 2.262 1.559
C 2.655 0.218 1.082
C -2.378 -0.427 0.504
C -0.030 -0.597 -2.355
C 0.213 -0.107 0.381
N -1.175 -0.184 -2.807
O -0.276 1.886 -0.854
O 1.828 -1.749 0.035
O -0.771 -2.208 0.810
O 0.165 -1.698 -1.857
H 0.204 1.460 2.314
H 0.370 3.197 1.357
H -1.068 2.666 1.974
H 3.437 -0.522 1.328
H 2.372 0.491 2.114
H 3.028 1.024 0.505
H -2.398 -0.225 -0.626
H -3.190 -1.043 0.799
H -2.434 0.468 1.022
H 0.742 0.197 -2.543
H -1.283 0.630 -3.334
H -1.811 -0.971 -3.081
H 0.135 -2.666 0.902
H 1.240 -2.027 -0.602

Properties
strongest force on any atom: 6.6 eV/Å
relative energy (zero: lowest compared OMol25 entry of this formula, charge and spin): 0.735 eV
energy: -668.633938 Eh
charge: +1

Löwdin atomic charge list, values in e, 5 entries: atom 1 (C): -0.362, atom 2 (C): -0.221, atom 3 (C): -0.224, atom 4 (C): 0.019, atom 5 (C): 0.041

***

3.
DFT (wB97M-V/def2-TZVPD) results for a molecular structure, C8H14NS.

Element x y z (Å)
C -3.320 -0.283 -0.954
C -2.134 0.534 -0.862
C -3.526 -0.946 0.200
C -1.445 0.450 0.317
C 0.366 2.203 0.144
C 0.848 -0.289 -1.565
C -0.187 0.914 0.732
C 1.056 -0.335 -0.078
N 0.565 -1.625 0.470
S -2.293 -0.801 1.342
H -4.089 -0.247 -1.699
H -1.769 1.138 -1.665
H -4.387 -1.657 0.210
H 0.572 2.164 -0.964
H 1.322 2.442 0.571
H -0.293 3.114 0.308
H 0.992 -1.383 -1.928
H -0.135 -0.005 -1.836
H 1.485 0.272 -2.202
H 0.095 0.961 1.745
H 2.075 -0.059 0.266
H 1.259 -2.384 0.400
H -0.131 -1.719 -0.194
H 0.144 -1.271 1.350

Properties
strongest force on any atom: 5.4 eV/Å
relative energy (zero: lowest compared OMol25 entry of this formula, charge and spin): 2.143 eV
energy: -765.844077 Eh
charge: +1

Löwdin atomic charge list, values in e, 5 entries: atom 1 (C): -0.142, atom 2 (C): -0.112, atom 3 (C): -0.437, atom 4 (C): -0.489, atom 5 (C): -0.067

***

- energy of number 2 (C8H14NO4)?
  -668.633938 Eh